(1)
{
  "formula": "C4H8NOS",
  "method": "ωB97M-V/def2-TZVPD",
  "e_above_lowest_kj_mol": 90.6,
  "e_tot_ha": -685.0922,
  "homo_lumo_gap_ev": 8.00,
  "total_charge": 1,
  "homo_ev": -12.76,
  "elements": ["C", "C", "C", "C", "N", "O", "S", "H", "H", "H", "H", "H", "H", "H", "H"],
  "coordinates": [[1.91598, 0.67784, -0.19639], [0.72331, 0.38645, -0.87030], [-1.85143, 0.14798, 0.01591], [-1.63652, -1.32531, -0.22343], [2.09516, 1.54375, 0.76109], [-3.05938, 0.42501, 0.43521], [-0.68871, 1.32330, -0.30078], [2.72550, 0.05380, -0.49672], [0.72707, -0.29213, -1.75641], [-2.17387, -1.89559, 0.40137], [-0.61941, -1.55438, -0.11377], [-2.05070, -1.64310, -1.11468], [2.92442, 1.42418, 1.24820], [1.31302, 2.04318, 1.32137], [-3.24735, 1.30683, 0.68898]]
}

***

(2)
{
  "formula": "CH3NS2",
  "method": "ωB97M-V/def2-TZVPD",
  "e_above_lowest_kj_mol": 11.8,
  "e_tot_ha": -891.0238,
  "homo_lumo_gap_ev": 9.64,
  "total_charge": 0,
  "homo_ev": -9.90,
  "elements": ["C", "N", "S", "S", "H", "H", "H"],
  "coordinates": [[-2.41133, 0.14862, -0.51826], [2.01752, 0.06105, 0.24335], [-2.32656, -1.28457, -1.09107], [-2.45256, 1.60686, 0.07256], [1.89134, -0.97413, -0.00490], [2.18889, 0.06198, 1.23875], [1.09270, 0.38020, 0.05958]]
}

***

(3)
{
  "formula": "C2H6ClISi",
  "method": "ωB97M-V/def2-TZVPD",
  "e_above_lowest_kj_mol": 193.5,
  "e_tot_ha": -1127.2015,
  "homo_lumo_gap_ev": 8.86,
  "total_charge": 0,
  "homo_ev": -9.59,
  "elements": ["C", "C", "Si", "Cl", "I", "H", "H", "H", "H", "H", "H"],
  "coordinates": [[-0.90420, 1.18017, 1.08467], [1.16458, -1.22848, -0.31407], [-0.24683, 0.01048, -0.32508], [0.67566, 1.57741, -2.54067], [-2.25456, -1.12138, -1.19440], [-0.00021, 1.48068, 1.72739], [-1.49341, 2.06741, 0.77426], [-1.52328, 0.45731, 1.73713], [0.92183, -2.25129, -0.23276], [1.82426, -1.24009, -1.13868], [1.83616, -0.93222, 0.42222]]
}

***

(4)
{
  "formula": "C34H66BrO9P2PtSi",
  "method": "ωB97M-V/def2-TZVPD",
  "multiplicity": 3,
  "e_above_lowest_kj_mol": 0.0,
  "e_tot_ha": -5677.8800,
  "homo_lumo_gap_ev": [8.46, 7.57],
  "total_charge": 1,
  "homo_ev": [-10.28, -10.25],
  "elements": ["Pt", "C", "C", "C", "O", "P", "O", "C", "P", "O", "O", "C", "C", "C", "O", "C", "C", "C", "O", "C", "C", "C", "H", "H", "H", "H", "H", "H", "H", "H", "H", "H", "H", "H", "H", "H", "H", "H", "H", "H", "H", "H", "H", "H", "H", "H", "H", "H", "H", "H", "H", "H", "C", "O", "C", "C", "C", "C", "C", "C", "O", "C", "O", "C", "H", "H", "H", "H", "H", "H", "H", "H", "H", "C", "C", "C", "C", "Si", "Br", "C", "C", "C", "C", "C", "C", "C", "C", "H", "H", "H", "H", "H", "H", "H", "H", "H", "H", "H", "H", "H", "H", "H", "H", "H", "H", "H", "H", "H", "H", "H", "H", "H", "H", "H"],
  "coordinates": [[-0.27042, -0.30266, -0.50244], [4.03243, -2.48839, 3.77270], [4.35002, -1.63401, 2.56424], [4.61631, -0.18238, 2.90227], [3.31259, -1.69964, 1.53475], [1.75755, -1.80343, 1.61310], [1.22261, -1.72674, 0.22188], [1.13197, -0.50628, 2.68240], [-0.66792, -0.47636, 2.77320], [-1.34155, -0.75792, 1.47772], [-0.90690, 0.94329, 3.39573], [-2.24560, 1.55565, 3.40625], [-2.44373, 2.30324, 2.10691], [-2.29129, 2.44531, 4.62601], [-1.13963, -1.55954, 3.81172], [-0.80416, -1.49461, 5.23265], [-2.10181, -1.40005, 6.00349], [-0.00020, -2.73100, 5.56933], [1.35374, -3.12367, 2.35598], [0.87468, -4.31683, 1.63282], [-0.63131, -4.23203, 1.53717], [1.36877, -5.51122, 2.41306], [4.89574, -2.48254, 4.43817], [3.82099, -3.51797, 3.49104], [3.17947, -2.09937, 4.33285], [5.21470, -2.04854, 2.04770], [3.78936, 0.25709, 3.46217], [4.77735, 0.39836, 1.99512], [5.51187, -0.11300, 3.52007], [1.43380, 0.44851, 2.24132], [1.55301, -0.60034, 3.68530], [-2.97570, 0.74612, 3.49453], [-1.68462, 3.08008, 2.00005], [-3.42790, 2.77364, 2.10520], [-2.37886, 1.62346, 1.25797], [-1.53664, 3.22841, 4.54472], [-2.10892, 1.87816, 5.53849], [-3.27144, 2.91609, 4.70161], [-0.20890, -0.59207, 5.40316], [-2.72033, -2.27470, 5.80064], [-2.66045, -0.50736, 5.72436], [-1.89793, -1.35831, 7.07367], [-0.60165, -3.62430, 5.39440], [0.29079, -2.71079, 6.61986], [0.89711, -2.79973, 4.95440], [1.32312, -4.29671, 0.63682], [-1.07310, -4.22079, 2.53468], [-1.01288, -5.09844, 0.99505], [-0.94071, -3.32752, 1.01382], [0.97470, -5.48755, 3.42995], [2.45722, -5.53232, 2.45590], [1.02729, -6.42832, 1.93300], [2.68421, 5.65486, 1.70811], [1.64014, 5.97886, 0.80182], [0.89164, 4.97760, 0.31342], [-0.12216, 5.37224, -0.59036], [-0.92700, 4.41896, -1.12204], [-0.80491, 3.02950, -0.82530], [-1.78152, 2.14619, -1.39508], [-2.92403, 2.70006, -2.21104], [-1.80900, 0.89562, -1.28341], [0.24311, 2.64011, 0.07330], [0.51593, 1.43108, 0.45774], [1.06205, 3.65187, 0.63255], [3.15383, 6.59701, 1.97213], [3.41886, 4.99825, 1.23763], [2.28668, 5.17905, 2.60715], [-0.23066, 6.41887, -0.83462], [-1.69761, 4.73806, -1.80790], [-2.55201, 3.17591, -3.11941], [-3.49101, 3.44227, -1.65047], [-3.57636, 1.87597, -2.48509], [1.83739, 3.31950, 1.30659], [-2.07015, -1.89110, -4.26201], [-0.87087, -2.69575, -3.73917], [-1.09283, -2.85184, -2.22630], [-0.92188, -4.10137, -4.36959], [0.79668, -1.87167, -4.20866], [1.00825, 0.01206, -2.86934], [2.34048, -2.92278, -3.78157], [2.60759, -3.93749, -4.90798], [2.16078, -3.69635, -2.46554], [3.59919, -2.05826, -3.59968], [0.82209, -1.10884, -5.96477], [2.23907, -0.64717, -6.34075], [-0.08505, 0.12752, -6.09082], [0.36547, -2.15136, -7.00107], [-2.99108, -2.36921, -3.91358], [-2.11349, -1.86113, -5.34979], [-2.06707, -0.86721, -3.88085], [-1.93464, -3.53134, -2.05815], [-1.41018, -1.89123, -1.78923], [-0.23705, -3.23128, -1.67562], [-1.91701, -4.52522, -4.20510], [-0.19992, -4.78343, -3.92098], [-0.74876, -4.08666, -5.44616], [1.75415, -4.58833, -5.10354], [3.44541, -4.57701, -4.61471], [2.88466, -3.45311, -5.84446], [1.36830, -4.44315, -2.51897], [1.96331, -3.02657, -1.62573], [3.09274, -4.22966, -2.25101], [3.83237, -1.44454, -4.46700], [4.45100, -2.72400, -3.42984], [3.51327, -1.40351, -2.73226], [2.63512, 0.07975, -5.62867], [2.19721, -0.15843, -7.31836], [2.94484, -1.47328, -6.42221], [0.26433, 0.94993, -5.46684], [-1.12471, -0.07029, -5.84077], [-0.05621, 0.46844, -7.12996], [0.95324, -3.07010, -6.96392], [0.48594, -1.72794, -8.00241], [-0.68634, -2.41494, -6.88776]]
}